No. 1
C11H27N3P | ωB97M-V/def2-TZVPD

Element x y z (Å)
C  -1.323  -1.536  -1.694
C  -0.537  -0.329  -2.088
C  -1.269  0.804  -2.726
N  0.743  -0.308  -1.954
P  1.686  0.112  -0.738
C  2.195  1.837  -0.933
C  3.215  -0.837  -0.796
C  3.148  -2.377  -0.903
N  1.804  -2.953  -0.786
C  0.905  -0.082  0.862
C  -0.154  0.987  1.186
C  -0.699  0.736  2.595
C  -2.000  1.457  2.959
C  -3.052  1.517  1.855
N  -3.434  0.159  1.431
H  -0.779  -2.420  -2.023
H  -2.308  -1.551  -2.156
H  -1.433  -1.588  -0.607
H  -1.134  0.703  -3.809
H  -2.339  0.756  -2.544
H  -0.846  1.765  -2.438
H  3.152  1.830  -1.452
H  1.475  2.339  -1.575
H  2.297  2.352  0.021
H  3.808  -0.403  -1.601
H  3.747  -0.592  0.129
H  3.564  -2.690  -1.858
H  3.806  -2.798  -0.138
H  1.493  -2.916  0.180
H  1.854  -3.942  -1.003
H  0.479  -1.078  0.986
H  1.716  0.000  1.595
H  -0.949  0.914  0.441
H  0.324  1.966  1.141
H  0.078  1.062  3.292
H  -0.803  -0.338  2.756
H  -2.445  0.894  3.783
H  -1.810  2.455  3.359
H  -2.643  2.064  1.002
H  -3.921  2.050  2.236
H  -4.424  -0.006  1.544
H  -3.185  -0.017  0.468

Properties
HOMO energy, eV: -11.960
SMILES: CC(C)=[N+]=[P@](C)(CCN)CCCCCN
Total charge: +1
Kohn-Sham gap, Eh: 0.31707
E_LUMO, eV: -3.33
E_tot, eV: -25598.0475

natural (NBO) atomic charge list, values in e, 6 entries:
1 C -0.727
2 C 0.573
3 C -0.715
4 N -0.929
5 P 1.848
6 C -0.993

No. 2
C11H28Br2N2O7P4 | ωB97M-V/def2-TZVPD

Element x y z (Å)
C  -1.954  -0.486  0.895
C  -0.619  -0.351  1.574
Br  -0.745  0.296  3.331
C  0.553  -0.675  1.038
Br  2.177  -0.516  1.967
P  0.778  -1.373  -0.646
C  -0.534  -1.919  -1.826
C  -1.554  -3.008  -1.477
C  -2.762  -2.927  -2.410
N  -3.816  -3.814  -1.928
C  2.521  -1.509  -1.275
O  3.074  -0.277  -1.676
O  4.163  0.037  -0.799
P  0.816  -3.509  0.423
P  1.690  -4.971  -0.935
O  1.205  -6.325  -0.654
O  3.304  -4.821  -0.978
O  1.366  -4.426  -2.423
P  0.654  0.841  -1.453
N  1.305  1.943  -0.517
H  -2.632  0.292  1.244
H  -2.405  -1.450  1.148
H  -1.866  -0.390  -0.188
H  0.059  -2.245  -2.689
H  -1.074  -1.015  -2.128
H  -1.109  -3.998  -1.595
H  -1.891  -2.933  -0.440
H  -2.465  -3.267  -3.407
H  -3.079  -1.875  -2.512
H  -4.643  -3.745  -2.510
H  -4.099  -3.541  -0.993
H  3.115  -1.967  -0.486
H  2.481  -2.183  -2.136
H  3.812  0.848  -0.390
H  1.957  -3.387  1.246
H  3.668  -4.512  -0.139
H  2.111  -4.563  -3.025
H  1.075  0.812  -2.802
H  -0.739  1.053  -1.642
H  1.990  2.513  -1.002
C  0.701  3.907  2.582
C  -0.283  4.386  1.539
O  -1.571  4.680  2.106
C  -1.869  5.865  2.673
C  -0.771  6.872  2.927
O  -3.004  6.071  3.010
H  0.911  4.676  3.328
H  1.637  3.615  2.105
H  0.286  3.039  3.093
H  0.091  5.245  0.980
H  -0.470  3.594  0.818
H  -0.405  6.723  3.944
H  -1.209  7.864  2.865
H  0.071  6.807  2.244

Properties
HOMO energy, eV: -7.932
SMILES: C/C(Br)=C(/Br)P(CCCN)(COO)(PP(=O)(O)O)[PH2]=N.CCOC(C)=O
Total charge: 0
Kohn-Sham gap, Eh: 0.29278
E_LUMO, eV: 0.03
E_tot, eV: -206410.4963

natural (NBO) atomic charge list, values in e, 6 entries:
1 C -0.666
2 C -0.064
3 Br 0.112
4 C -0.502
5 Br 0.147
6 P 1.109

No. 3
C11H28Cl9FIMgNNaO2P | ωB97M-V/def2-TZVPD

Element x y z (Å)
C  2.496  4.728  -0.242
O  2.659  3.443  -0.855
C  1.444  2.727  -0.632
C  1.578  1.222  -1.187
C  0.654  0.118  -0.448
P  -0.817  0.820  0.533
F  0.093  0.430  2.027
C  -1.898  1.125  -1.059
C  -3.035  2.323  -1.174
C  -3.980  2.669  0.061
I  -2.168  4.194  -1.806
H  3.277  5.417  -0.589
H  1.484  5.150  -0.404
H  2.621  4.620  0.884
H  1.233  2.833  0.475
H  0.693  3.227  -1.275
H  2.659  0.963  -1.154
H  1.312  1.244  -2.256
H  0.262  -0.560  -1.223
H  1.333  -0.512  0.257
H  -1.807  -0.147  1.015
H  -0.900  2.160  0.971
H  -2.409  0.152  -1.298
H  -1.178  1.321  -1.875
H  -3.738  1.996  -2.016
H  -4.872  1.899  0.183
H  -3.455  2.837  1.000
H  -4.473  3.637  -0.200
N  -6.711  2.031  -2.589
H  -6.516  1.403  -1.751
H  -6.448  2.998  -2.361
H  -6.166  1.709  -3.395
H  -7.714  1.995  -2.820
Cl  -3.867  0.317  1.366
Na  1.841  0.615  1.259
C  1.733  -4.159  0.910
Cl  2.240  -3.086  2.227
Cl  0.781  -3.280  -0.297
Cl  3.135  -4.914  0.158
H  1.106  -4.934  1.332
C  6.670  2.070  0.307
Cl  5.016  2.621  -0.012
Cl  6.652  0.603  1.293
Cl  7.531  1.795  -1.206
H  7.187  2.845  0.859
Cl  1.258  -9.311  3.330
C  -0.094  -9.055  2.201
C  0.383  -8.820  0.787
Cl  1.224  -7.254  0.611
H  -0.685  -8.218  2.567
H  -0.712  -9.952  2.235
H  -0.468  -8.802  0.108
H  1.064  -9.603  0.460
O  3.350  4.709  2.897
H  3.613  5.637  3.017
Mg  -4.689  0.327  -1.187

Properties
HOMO energy, eV: -12.047
Total charge: +2
Kohn-Sham gap, Eh: 0.05256
E_LUMO, eV: -10.62
E_tot, eV: -160091.7109

natural (NBO) atomic charge list, values in e, 6 entries:
1 C -0.273
2 O -0.518
3 C -0.101
4 C -0.479
5 C -0.721
6 P 1.110

No. 4
C11H28ClILaNO2P2 | ωB97M-V/def2-TZVPD

Element x y z (Å)
C  0.239  1.418  -3.659
C  0.356  1.081  -2.225
H  0.198  2.504  -3.835
H  -0.674  0.943  -4.053
H  1.101  0.986  -4.188
O  0.281  1.717  -1.197
I  -1.131  -3.695  -1.843
La  0.004  -1.081  -0.796
P  3.010  -0.433  -0.900
C  3.437  0.975  0.204
C  4.027  -1.751  -0.111
H  5.061  -1.721  -0.484
H  5.040  -0.498  -2.235
H  3.571  -2.722  -0.348
H  3.563  -0.402  -3.243
H  2.878  0.885  1.145
H  4.013  -1.639  0.982
C  4.057  -0.018  -2.342
H  4.518  0.974  0.415
H  4.166  1.071  -2.436
H  3.148  1.916  -0.281
P  -3.088  -0.287  -0.999
C  -3.657  1.146  -0.002
C  -4.285  -0.141  -2.373
H  -3.426  -2.608  -0.370
H  -4.961  -1.657  -0.263
H  -3.709  -1.518  1.027
C  -3.879  -1.653  -0.052
H  -3.878  -0.661  -3.251
H  -5.251  -0.588  -2.090
H  -4.664  0.964  0.395
H  -3.678  2.023  -0.660
H  -4.432  0.920  -2.620
H  -2.953  1.323  0.819
Cl  1.080  -2.469  1.253
C  0.508  1.347  3.477
N  -0.354  0.172  3.323
C  -0.607  -0.703  4.465
C  -0.746  -0.219  2.129
O  -0.428  0.394  1.054
H  0.581  1.553  4.545
H  0.060  2.212  2.970
H  1.521  1.178  3.076
H  -1.677  -0.958  4.484
H  -0.028  -1.638  4.380
H  -0.329  -0.172  5.377
H  -1.337  -1.151  2.071

Properties
HOMO energy (alpha / beta), eV: -15.348 / -15.231
Total charge: +2
Kohn-Sham gap (alpha / beta), Eh: 0.26568 / 0.17231
E_LUMO (alpha / beta), eV: -8.12 / -10.54
E_tot, eV: -57493.5402

Mulliken atomic charge list, values in e, 6 entries:
1 C -0.939
2 C 0.474
3 H 0.363
4 H 0.277
5 H 0.292
6 O -0.363

No. 5
C11H29BrFNO14P4 | ωB97M-V/def2-TZVPD

Element x y z (Å)
O  1.874  6.635  -1.183
C  1.940  5.468  -1.074
F  0.865  4.770  -0.689
N  3.069  4.645  -1.262
C  3.342  4.241  -2.585
O  4.461  3.922  -2.874
P  1.939  4.147  -3.826
Br  2.019  6.111  -4.856
H  3.905  5.090  -0.897
H  2.527  3.265  -4.747
C  3.257  -1.706  -4.930
O  3.119  -0.484  -4.171
P  1.982  -0.372  -3.019
O  2.219  0.939  -2.407
O  2.588  -1.628  -2.174
C  3.697  -1.390  -1.305
O  0.471  -0.756  -2.607
C  -0.110  -1.989  -3.093
H  3.280  -1.458  -5.988
H  4.199  -2.177  -4.653
H  2.444  -2.406  -4.745
H  4.140  -0.408  -1.467
H  4.452  -2.154  -1.491
H  3.356  -1.470  -0.274
H  0.342  -2.842  -2.588
H  0.019  -2.093  -4.170
H  -1.173  -1.970  -2.872
C  -0.251  -5.859  2.197
O  -0.466  -5.848  0.768
P  -1.945  -5.555  0.178
O  -1.763  -5.521  -1.273
O  -2.080  -4.091  0.875
C  -1.485  -2.984  0.198
O  -3.498  -5.915  0.410
C  -3.993  -6.085  1.756
H  0.284  -6.768  2.461
H  0.359  -4.996  2.459
H  -1.182  -5.817  2.759
H  -0.835  -3.305  -0.612
H  -0.895  -2.412  0.914
H  -2.275  -2.346  -0.198
H  -4.045  -5.121  2.263
H  -3.365  -6.767  2.329
H  -4.991  -6.507  1.689
C  -0.629  4.564  1.877
O  -0.217  3.870  3.079
P  -1.290  3.594  4.255
O  -0.565  2.800  5.245
O  -2.305  2.738  3.311
C  -2.032  1.352  3.108
O  -2.493  4.300  5.066
C  -3.371  5.213  4.374
H  0.077  5.366  1.679
H  -0.608  3.860  1.050
H  -1.630  4.983  1.964
H  -1.040  1.075  3.462
H  -2.099  1.139  2.040
H  -2.784  0.766  3.636
H  -4.025  4.666  3.694
H  -2.808  5.962  3.816
H  -3.975  5.720  5.120

Properties
HOMO energy, eV: -9.065
SMILES: O=C(F)NC(=O)PBr.COP(=O)(OC)OC.COP(=O)(OC)OC.COP(=O)(OC)OC
Total charge: 0
Kohn-Sham gap, Eh: 0.33295
E_LUMO, eV: -0.01
E_tot, eV: -151949.9633

natural (NBO) atomic charge list, values in e, 6 entries:
1 O -0.507
2 C 0.965
3 F -0.320
4 N -0.701
5 C 0.442
6 O -0.531